The following is a quantum chemistry calculation of a single C2H5N3S molecule, from the Open Molecules 2025 dataset.

CARTESIAN COORDINATES (ANGSTROEM)
C -0.8072 0.0158 -0.1667
C 0.1934 1.1657 0.0130
H -0.0148 -1.4044 1.0021
H -1.5023 -1.7187 0.2649
H -2.7554 -0.4129 -0.3149
H -0.3027 2.1493 -0.0907
H 3.6947 0.5303 -0.3555
N -0.4354 -1.3007 -0.0763
N -2.1277 0.3340 -0.2191
N 1.4674 1.0128 0.1128
S 2.5901 -0.3713 -0.1696

Output
Kohn-Sham gap: 0.3393 Eh
Relative energy (zero: lowest compared OMol25 entry of this formula, charge and spin): 87.9 kcal/mol

Here are the natural (NBO) charges for atoms 1 to 5, given in e:
1. C 0.35
2. C 0.04
3. H 0.38
4. H 0.37
5. H 0.33

=====

The following is a quantum chemistry calculation of 2 unconnected molecules or ions with the total composition C2H7OS, from the Open Molecules 2025 dataset.

CARTESIAN COORDINATES (ANGSTROEM)
O -1.9989 0.7057 -0.1143
H -2.1086 1.4979 -0.6717
C 0.2875 -1.1262 -0.9449
S 1.6348 -0.3338 -0.0733
C 0.6815 0.6407 1.1264
H -0.2699 -1.8081 -0.3248
H 0.7006 -1.6460 -1.8107
H -0.4509 -0.4012 -1.2491
H 1.1743 1.6102 1.2250
H -0.3546 0.7004 0.7455
H 0.7044 0.1603 2.0919

Output
Kohn-Sham gap: 0.2365 Eh
Charge: -1
Relative energy (zero: lowest compared OMol25 entry of this formula, charge and spin): 36.0 kcal/mol

Here are the natural (NBO) charges for atoms 1 to 5, given in e:
1. O -1.33
2. H 0.40
3. C -0.76
4. S 0.09
5. C -0.78

=====

The following is a quantum chemistry calculation of 10 unconnected molecules or ions with the total composition C36H76B3N10O16P, from the Open Molecules 2025 dataset.

CARTESIAN COORDINATES (ANGSTROEM)
C -4.2398 -2.7392 -6.2132
O -3.0781 -3.5272 -5.7121
C -2.9120 -3.2739 -4.2727
B -1.4734 -3.8694 -3.6552
O -0.5363 -3.0325 -2.8267
B 0.2297 -3.8940 -1.9057
O 0.3714 -3.7221 -0.4469
C -0.8802 -3.1968 0.1219
O -1.1360 -1.8756 -0.0750
C -1.9974 -4.0347 0.9787
C -2.9431 -3.1757 2.0245
C -4.1293 -3.8628 2.9413
C -4.4159 -5.4962 2.8131
C -3.4772 -6.3815 1.7933
C -2.2727 -5.6542 0.8999
O 0.8891 -5.0948 -2.5279
B -0.2968 -5.9088 -2.9727
P -0.5056 -7.6172 -2.1332
N 0.0422 -8.8814 -3.2757
O -2.2184 -7.8907 -1.8057
O -1.2095 -5.3100 -3.9790
H -4.7798 -3.2958 -7.1117
H -5.0635 -2.5562 -5.3800
H -3.8562 -1.7133 -6.6600
H -3.8048 -3.8200 -3.7000
H -3.0526 -2.1282 -4.0763
H -2.7591 -2.0227 2.1258
H -4.7373 -3.1635 3.6711
H -5.2790 -5.9834 3.4644
H -3.6253 -7.5566 1.6669
H -1.5971 -6.2980 0.1939
H -0.7572 -9.5698 -3.3055
H 0.8859 -9.3131 -2.7943
H -2.2057 -8.2232 -0.8405
C 2.3531 2.7328 -0.8351
C 2.2812 2.1013 0.5264
O 2.7229 2.6580 1.5297
N 1.7040 0.8703 0.6343
C 1.1308 0.0569 -0.4117
H 2.8389 3.7096 -0.7591
H 2.9431 2.1051 -1.5083
H 1.3456 2.8781 -1.2341
H 1.6938 0.5128 1.5825
H 0.0832 -0.1280 -0.1614
H 1.6676 -0.8948 -0.4334
H 1.1928 0.5326 -1.3911
C 4.3739 -2.5923 -6.4381
C 3.2757 -2.2506 -5.4713
O 3.1250 -1.1137 -5.0280
N 2.4278 -3.2461 -5.0837
C 2.4349 -4.6330 -5.4845
H 4.9647 -1.6970 -6.6507
H 5.0347 -3.3468 -6.0029
H 3.9469 -2.9553 -7.3769
H 1.7160 -2.9368 -4.4320
H 1.4713 -4.8563 -5.9490
H 2.5501 -5.2446 -4.5862
H 3.2387 -4.8603 -6.1857
C -2.7248 0.5836 5.6899
C -2.8543 -0.8095 5.1423
O -3.4495 -1.0471 4.0930
N -2.2871 -1.8317 5.8450
C -1.5526 -1.7638 7.0860
H -3.2269 1.2872 5.0200
H -3.1986 0.6450 6.6733
H -1.6699 0.8632 5.7567
H -2.4176 -2.7384 5.4116
H -0.5535 -2.1704 6.9111
H -2.0696 -2.3868 7.8201
H -1.4699 -0.7451 7.4664
C 2.0137 2.1842 4.6959
C 1.6252 1.2851 5.8354
O 0.8416 0.3487 5.6916
N 2.1689 1.5305 7.0619
C 3.0992 2.5692 7.4359
H 1.4996 1.8628 3.7858
H 1.7184 3.2141 4.9140
H 3.0917 2.1251 4.5230
H 1.8582 0.8823 7.7763
H 3.9982 2.0918 7.8334
H 2.6362 3.1719 8.2212
H 3.3683 3.2102 6.5956
C -8.2657 2.7091 5.2960
C -6.9929 2.0812 5.7894
O -6.2110 2.6796 6.5256
N -6.7119 0.8052 5.3978
C -7.4915 -0.0606 4.5453
H -8.3491 3.7248 5.6925
H -8.2573 2.7642 4.2041
H -9.1270 2.1313 5.6421
H -5.8380 0.4534 5.7714
H -7.7373 -0.9621 5.1119
H -6.8747 -0.3344 3.6857
H -8.4104 0.4134 4.1982
C 3.3767 1.4286 -6.9023
C 2.8987 2.8106 -7.2478
O 2.3176 3.0569 -8.3029
N 3.1253 3.8121 -6.3501
C 3.7832 3.7312 -5.0676
H 3.1234 0.7413 -7.7143
H 4.4627 1.4286 -6.7759
H 2.8865 1.0801 -5.9893
H 2.7740 4.7124 -6.6551
H 3.0769 4.0636 -4.3029
H 4.6401 4.4093 -5.0831
H 4.1222 2.7209 -4.8358
C -8.3281 -0.5416 -6.6558
C -6.9370 -0.3725 -7.1978
O -5.9510 -0.8295 -6.6228
N -6.7815 0.3130 -8.3666
C -7.8005 0.9220 -9.1882
H -8.2892 -1.1081 -5.7212
H -8.7708 0.4364 -6.4488
H -8.9435 -1.0953 -7.3700
H -5.8158 0.3840 -8.6656
H -7.7496 0.4699 -10.1818
H -7.5783 1.9891 -9.2681
H -8.8021 0.7882 -8.7779
C 5.6307 7.1291 8.2988
C 5.1131 5.7336 8.5043
O 4.6834 5.0521 7.5756
N 5.1278 5.2224 9.7687
C 5.5868 5.8539 10.9831
H 5.5541 7.3946 7.2407
H 5.0335 7.8391 8.8771
H 6.6820 7.1858 8.5939
H 4.7634 4.2785 9.8249
H 6.3851 5.2380 11.4044
H 4.7501 5.8859 11.6854
H 5.9582 6.8651 10.8126
C 8.2042 5.3514 -2.4175
C 7.3182 4.4843 -3.2665
O 6.7925 4.8981 -4.2980
N 7.1009 3.1991 -2.8647
C 7.6200 2.5277 -1.6967
H 8.2807 6.3454 -2.8669
H 7.7772 5.4567 -1.4166
H 9.2072 4.9198 -2.3607
H 6.4941 2.6800 -3.4886
H 8.1906 1.6580 -2.0316
H 6.7723 2.1904 -1.0952
H 8.2601 3.1736 -1.0946

Output
Kohn-Sham gap: 0.2793 Eh

Here are the Mulliken charges for atoms 1 to 5, given in e:
1. C -0.54
2. O -0.32
3. C -0.45
4. B 0.34
5. O -0.18

=====

The following is a quantum chemistry calculation of 2 unconnected molecules or ions with the total composition CH7N, from the Open Molecules 2025 dataset.

CARTESIAN COORDINATES (ANGSTROEM)
C 2.0139 0.2588 -0.0354
H 2.8931 0.7811 -0.3083
H 1.9909 -0.5755 -0.7384
H 1.1216 0.8675 -0.1086
H 2.1054 -0.0730 1.0229
N -1.9999 -0.2034 -0.0696
H -1.2124 -0.7790 0.3299
H -2.7862 -0.9223 -0.0730
H -2.1965 0.5722 0.5746

Output
Kohn-Sham gap: 0.4120 Eh
Relative energy (zero: lowest compared OMol25 entry of this formula, charge and spin): 4.3 kcal/mol

Here are the natural (NBO) charges for atoms 1 to 5, given in e:
1. C -0.85
2. H 0.21
3. H 0.21
4. H 0.22
5. H 0.21

=====

The following is a quantum chemistry calculation of 11 unconnected molecules or ions with the total composition C32H61N5O6S6, from the Open Molecules 2025 dataset.

CARTESIAN COORDINATES (ANGSTROEM)
C 1.0514 -2.4076 -2.7658
S 2.1687 -2.8738 -4.1779
O 2.2105 -4.4163 -3.9726
C 0.9870 -2.4158 -5.4669
H 0.7511 -1.3626 -2.8419
H 1.4352 -2.6388 -1.7722
H 0.1467 -3.0077 -2.8628
H 0.8980 -1.3429 -5.2965
H 0.0282 -2.9284 -5.3891
H 1.3457 -2.6244 -6.4749
C -3.4847 -1.3420 -2.7067
S -3.0686 -0.8809 -4.5059
O -1.5280 -0.7108 -4.5469
C -3.3010 -2.5736 -5.1002
H -4.3561 -1.9376 -2.4344
H -3.4897 -0.4159 -2.1319
H -2.7069 -1.9045 -2.1903
H -2.8980 -3.1331 -4.2561
H -2.7397 -2.7056 -6.0252
H -4.3223 -2.9012 -5.2940
C -1.6122 4.5029 -0.7734
S -2.4578 4.3972 0.8614
O -3.6258 5.3459 0.7290
C -3.1561 2.7125 0.4988
H -1.2001 5.4952 -0.9566
H -2.3332 4.3312 -1.5727
H -0.8585 3.7371 -0.9569
H -2.3043 2.0629 0.2977
H -3.8457 2.8040 -0.3404
H -3.5874 2.3256 1.4220
C 1.9653 4.7137 5.0430
S 1.9204 2.8741 4.7627
O 2.2518 2.7697 3.2961
C 3.5251 2.5762 5.6251
H 1.5143 4.9029 6.0171
H 1.1848 5.1066 4.3914
H 2.9351 5.2081 4.9878
H 4.2914 3.0670 5.0251
H 3.7629 1.5130 5.5895
H 3.4997 2.8834 6.6706
C 3.0832 -2.0204 2.2777
S 3.2715 -0.6722 3.4990
O 4.4356 -1.1000 4.4134
C 3.9672 0.4820 2.2914
H 4.0050 -2.5658 2.0749
H 2.6324 -1.6737 1.3478
H 2.3934 -2.7388 2.7205
H 4.7259 -0.0399 1.7081
H 4.3287 1.2972 2.9182
H 3.1707 0.8162 1.6265
C -2.2250 2.3642 4.2431
S -3.2141 0.8040 3.9907
O -2.1511 -0.2378 3.8022
C -3.9318 0.7627 5.6759
H -1.5744 2.1513 5.0913
H -2.9088 3.1702 4.5094
H -1.6855 2.4943 3.3049
H -4.5736 -0.1067 5.8184
H -4.5702 1.6456 5.7107
H -3.2588 0.8511 6.5288
N 0.5723 -4.5578 2.5914
C -0.2278 -3.5307 2.1700
C -0.3658 -3.6887 0.7872
C 0.3604 -4.8535 0.3255
C 0.8448 -5.4039 1.4901
H 0.7874 -4.7357 3.5621
H -0.4085 -2.7222 2.8629
H -0.9241 -2.9488 0.2329
H 0.5266 -5.2862 -0.6500
H 1.4387 -6.2745 1.7263
N 5.9863 -0.7541 -2.0288
C 4.6533 -0.6720 -1.6383
C 4.3946 0.5845 -1.2413
C 5.4947 1.4064 -1.4536
C 6.5667 0.5011 -1.8381
H 6.4821 -1.5345 -2.4353
H 3.9638 -1.4642 -1.8901
H 3.4229 0.9615 -0.9583
H 5.6377 2.4506 -1.2178
H 7.6159 0.6878 -2.0132
N -0.7786 -0.1805 1.4496
C -1.3704 -0.3778 0.2206
C -0.5008 -0.0497 -0.7913
C 0.5839 0.5846 -0.1614
C 0.4879 0.3534 1.2176
H -1.2512 -0.4104 2.3122
H -2.3114 -0.8968 0.3276
H -0.6855 -0.0165 -1.8549
H 1.3187 1.1493 -0.7161
H 1.1814 0.6246 1.9999
N -6.2067 -0.9424 -0.2751
C -5.5146 -0.1723 0.6363
C -4.7930 -1.0742 1.3788
C -4.9370 -2.4065 0.9066
C -5.6518 -2.2083 -0.2200
H -6.7657 -0.6632 -1.0686
H -5.8552 0.8522 0.6638
H -4.1561 -0.9099 2.2354
H -4.4414 -3.2892 1.2828
H -5.9605 -2.8575 -1.0260
N 0.4100 1.3743 -4.9154
C 1.4634 1.6114 -4.0079
C 2.3785 2.4459 -4.5984
C 1.9737 2.7197 -5.8668
C 0.7893 2.0093 -6.0668
H -0.3734 0.7516 -4.7788
H 1.4521 1.1964 -3.0109
H 3.2442 2.8151 -4.0684
H 2.3740 3.3945 -6.6089
H 0.1561 1.9185 -6.9370

Output
Kohn-Sham gap (spin up / spin down): 0.2489 / 0.1015 Eh
Charge: +1
Relative energy (zero: lowest compared OMol25 entry of this formula, charge and spin): 0.0 kcal/mol
2S+1: 2

Here are the Mulliken charges for atoms 1 to 5, given in e:
1. C -0.58
2. S 0.43
3. O -0.69
4. C -0.51
5. H 0.00

=====

The following is a quantum chemistry calculation of 2 unconnected molecules or ions with the total composition C30H40N5, from the Open Molecules 2025 dataset.

CARTESIAN COORDINATES (ANGSTROEM)
C -8.1934 -0.1054 1.1563
N -7.3141 1.0034 1.4800
C -7.9892 2.2661 1.7063
C -5.9595 0.8699 1.5508
C -5.1134 1.9731 1.8565
C -3.7362 1.8431 1.8449
C -3.1023 0.6097 1.5432
C -1.6599 0.4947 1.4000
C -0.8355 1.6389 1.2409
C 0.5493 1.6171 1.3029
C 1.3964 2.7788 1.3470
C 2.8087 2.6387 1.4694
C 3.6347 3.7592 1.5238
C 3.0859 5.0524 1.4578
C 1.6944 5.2043 1.3534
C 0.8594 4.0896 1.2929
C -1.0433 -0.8358 1.4172
C -0.0765 -1.2164 0.4597
C 0.4047 -2.5121 0.4003
C 0.1042 -3.4314 1.4398
N 0.6369 -4.6899 1.4335
C 0.7194 -5.5042 2.6294
C 1.1837 -5.2941 0.2346
C -0.7561 -3.0089 2.4900
C -1.3814 -1.7780 2.4185
C -3.9581 -0.5040 1.3165
C -5.3344 -0.3850 1.3068
H -7.7941 -1.0529 1.5321
H -9.1675 0.0775 1.6239
H -8.3469 -0.2037 0.0688
H -7.3935 3.1067 1.3379
H -8.9455 2.2445 1.1729
H -8.1949 2.4318 2.7755
H -5.5490 2.9406 2.0937
H -3.1207 2.7071 2.0939
H -1.3425 2.5934 1.1082
H 1.0669 0.6637 1.3972
H 3.2309 1.6317 1.5282
H 4.7154 3.6306 1.6208
H 3.7367 5.9308 1.4901
H 1.2553 6.2038 1.3202
H -0.2204 4.2201 1.2058
H 0.2764 -0.4802 -0.2643
H 1.0575 -2.8154 -0.4191
H 0.7727 -4.8751 3.5257
H -0.1483 -6.1756 2.7236
H 1.6256 -6.1205 2.5693
H 0.7027 -4.8852 -0.6603
H 2.2697 -5.1281 0.1551
H 1.0046 -6.3753 0.2767
H -0.9696 -3.6798 3.3239
H -2.1284 -1.5127 3.1695
H -3.5293 -1.4854 1.1188
H -5.9302 -1.2694 1.0998
C 5.9753 0.0708 -2.5869
N 4.6123 0.5299 -2.6165
C 4.1765 1.4041 -1.5507
C 3.6779 0.3399 -3.5968
N 2.5252 0.9111 -3.3697
N 3.9709 -0.3711 -4.7394
C 5.0097 -1.3686 -4.8392
C 3.0952 -0.2655 -5.8941
H 6.4542 0.1425 -3.5696
H 6.5226 0.7147 -1.8922
H 6.0541 -0.9643 -2.2211
H 3.2150 1.8154 -1.8898
H 3.9937 0.8599 -0.6137
H 4.9031 2.2071 -1.3740
H 1.8150 0.7043 -4.0674
H 5.1939 -1.8558 -3.8755
H 4.6929 -2.1433 -5.5478
H 5.9512 -0.9448 -5.2210
H 2.5454 0.6753 -5.8239
H 3.6849 -0.2629 -6.8192
H 2.3731 -1.0958 -5.9519

Output
Kohn-Sham gap: 0.2022 Eh
Charge: +1
Relative energy (zero: lowest compared OMol25 entry of this formula, charge and spin): 0.0 kcal/mol

Here are the Mulliken charges for atoms 1 to 5, given in e:
1. C -1.13
2. N 0.13
3. C -1.14
4. C 1.85
5. C -0.79

=====

The following is a quantum chemistry calculation of a single C5H11N3 molecule, from the Open Molecules 2025 dataset.

CARTESIAN COORDINATES (ANGSTROEM)
C 0.8027 1.0189 0.6211
C -0.6604 0.6105 0.7038
C -1.3750 -0.4954 1.6279
C -1.0323 -1.4093 0.3742
C 0.7538 -1.1666 -2.1043
H 1.9607 2.6558 0.2059
H 1.1125 2.2528 -0.8188
H 1.5740 0.2598 -0.0668
H 1.3210 1.2888 1.7896
H -1.2860 1.4534 0.2054
H -0.9345 -0.4480 2.6848
H -2.4821 -0.4146 1.4368
H -0.2713 -2.2327 0.5545
H -1.6304 -2.1609 0.0733
H 0.6184 -2.3274 -2.1264
H 1.5871 -0.8674 -2.9629
N 0.8554 2.5699 0.0203
N -0.9604 -0.3673 -0.6529
N 0.0468 -0.2205 -1.5656

Output
Kohn-Sham gap: 0.3640 Eh
Relative energy (zero: lowest compared OMol25 entry of this formula, charge and spin): 185.5 kcal/mol

Here are the natural (NBO) charges for atoms 1 to 5, given in e:
1. C -0.31
2. C -0.08
3. C -0.45
4. C -0.27
5. C -0.17

=====

The following is a quantum chemistry calculation of 2 unconnected molecules or ions with the total composition C6H11N3O3S, from the Open Molecules 2025 dataset.

CARTESIAN COORDINATES (ANGSTROEM)
C 3.1144 -0.5336 -0.3757
C 1.4352 -0.9996 -1.5733
C 0.0045 2.5355 0.1076
C -2.3496 -1.4872 1.1315
C -0.5295 1.1686 0.6930
C -0.3202 0.0491 -0.3328
N 2.7861 -1.1293 -1.5204
N 2.0377 0.0124 0.2452
N 1.0341 -0.2559 -0.5620
O -2.1086 -1.3232 -1.6441
O -0.6008 -2.6609 -0.3583
O 0.0935 0.7654 1.9343
S -1.3672 -1.4665 -0.4391
H 4.1595 -0.4630 0.0922
H 0.7935 -1.4012 -2.2592
H 0.8499 2.7475 0.7690
H -0.6340 3.4957 0.0921
H 0.3785 2.4663 -0.9777
H -2.9397 -2.3579 1.0860
H -1.6910 -1.2364 1.9116
H -2.8923 -0.4992 0.9487
H -1.5051 1.3943 0.9942
H -0.8270 0.4356 -1.6993
H 1.0782 0.7434 1.7365

Output
Kohn-Sham gap: 0.3770 Eh
Relative energy (zero: lowest compared OMol25 entry of this formula, charge and spin): 34.8 kcal/mol

Here are the natural (NBO) charges for atoms 1 to 5, given in e:
1. C 0.16
2. C 0.21
3. C -0.65
4. C -0.82
5. C 0.04

=====

no.,energy (eV)
1,-17457.2999
2,-15069.8437
3,-97542.3775
4,-2640.4567
5,-118904.4026
6,-39201.9570
7,-9825.8637
8,-27844.4134